[1]
{
  "formula": "C6H11N3",
  "method": "the ωB97M-V functional and the def2-TZVPD basis",
  "smiles": "C1=N\\NCCCN2C[C@@H]/12",
  "total_charge": 0,
  "gap_ha": 0.3423,
  "e_above_lowest_kcal_mol": 165.8,
  "elements": ["C", "C", "C", "C", "C", "C", "H", "H", "H", "H", "H", "H", "H", "H", "H", "H", "H", "N", "N", "N"],
  "xyz": [[-0.063, -1.596, -0.980], [-1.443, -0.839, -0.899], [-0.581, 0.999, 1.393], [0.586, 0.096, 1.129], [1.999, 0.699, 0.949], [1.295, -0.858, -0.978], [-0.104, -2.217, -2.110], [0.189, -2.600, -0.221], [-1.744, -0.383, -2.048], [-2.264, -1.505, -0.482], [-2.428, 0.780, -1.018], [-0.662, 1.357, 2.505], [0.600, -0.832, 1.630], [2.081, 1.832, 0.677], [2.824, 0.213, 1.502], [2.314, -1.433, -1.002], [1.638, -0.425, -1.976], [-1.572, 0.612, -0.632], [-1.548, 1.141, 0.682], [1.234, 0.278, -0.213]],
  "atomic_forces_ev_per_a": [[1.4, -4.7, -2.0], [-0.3, 1.2, -3.6], [3.2, -1.7, 4.8], [1.8, 3.6, -1.4], [-0.9, 2.2, -0.8], [2.6, -0.8, -4.3], [0.1, 1.7, 3.3], [-1.6, 3.1, -1.7], [0.8, -3.4, 2.0], [1.0, 0.9, -0.3], [-2.7, 1.4, -0.5], [0.2, -0.2, -2.1], [0.0, -1.2, 0.3], [0.2, -1.9, 1.8], [-0.3, -0.1, -0.9], [-1.9, -0.3, 1.5], [-1.6, -0.4, 0.1], [3.2, -0.6, 3.3], [-4.0, 1.1, -3.2], [-1.2, 0.3, 3.8]]
}



[2]
{
  "formula": "C3H8N",
  "method": "the ωB97M-V functional and the def2-TZVPD basis",
  "smiles": "C=[NH+]CC",
  "total_charge": 1,
  "gap_ha": 0.4384,
  "e_above_lowest_kcal_mol": 0.2,
  "elements": ["C", "C", "C", "N", "H", "H", "H", "H", "H", "H", "H", "H"],
  "xyz": [[-1.198, -0.464, 1.018], [-0.499, 0.487, 0.055], [1.517, 0.086, -1.292], [0.905, 0.078, -0.174], [-0.663, -0.595, 1.949], [-1.367, -1.433, 0.555], [-2.188, -0.050, 1.177], [-0.485, 1.494, 0.458], [-0.970, 0.457, -0.919], [2.544, -0.248, -1.295], [0.961, 0.426, -2.165], [1.442, -0.238, 0.634]],
  "atomic_forces_ev_per_a": [[-0.1, 0.0, -0.8], [0.1, -0.5, 0.3], [-0.6, 0.0, 0.5], [0.4, 0.0, -0.1], [0.0, 0.1, 0.3], [0.2, -0.2, 0.0], [-0.1, 0.1, 0.4], [0.1, 0.2, -0.1], [-0.2, 0.3, -0.1], [0.1, 0.1, -0.3], [0.3, -0.1, 0.0], [-0.2, 0.1, 0.0]]
}



[3]
{
  "formula": "C4H12N2O2",
  "method": "the ωB97M-V functional and the def2-TZVPD basis",
  "smiles": "CN[C@H](C)C(N)=O.O",
  "total_charge": 0,
  "gap_ha": 0.3641,
  "e_above_lowest_kcal_mol": 49.5,
  "elements": ["C", "N", "C", "C", "C", "N", "O", "H", "H", "H", "H", "H", "H", "H", "H", "H", "H", "H", "H", "O"],
  "xyz": [[-0.904, 1.426, 0.010], [0.544, 1.108, 0.241], [0.790, -0.112, -2.156], [1.102, 0.017, -0.603], [1.065, -1.375, 0.086], [0.620, -1.312, 1.379], [1.171, -2.348, -0.621], [-1.311, 1.317, -0.998], [-1.465, 0.970, 0.850], [-1.046, 2.541, -0.009], [1.014, 1.930, -0.178], [0.735, 0.842, -2.726], [-0.075, -0.765, -2.171], [1.537, -0.694, -2.677], [2.208, 0.262, -0.559], [0.277, -2.160, 1.784], [0.569, -0.424, 1.867], [-1.717, -0.867, 1.777], [-2.940, -0.281, 2.626], [-2.174, -0.075, 2.079]],
  "atomic_forces_ev_per_a": [[0.0, 1.3, 0.6], [-0.3, 1.0, -2.4], [-0.2, 0.0, 1.3], [2.9, 0.4, -0.1], [-2.1, 2.0, -1.2], [0.3, -0.4, -0.3], [0.4, -0.9, 0.8], [0.2, -1.3, -0.1], [0.0, 0.7, -1.5], [0.4, -0.7, 1.0], [-0.1, -0.5, 0.8], [-0.5, -0.5, 0.8], [-0.6, 0.4, -0.7], [0.5, -0.2, 0.3], [-0.8, -0.3, -0.1], [0.3, -0.2, 0.4], [0.0, -0.2, -0.3], [-0.3, -0.2, 0.2], [0.2, -0.4, -0.1], [-0.3, 0.1, 0.7]]
}



[4]
{
  "formula": "C11H20Cl2N2O2PSeZr",
  "method": "the ωB97M-V functional and the def2-TZVPD basis",
  "total_charge": 3,
  "gap_ha": 0.2184,
  "e_above_lowest_kcal_mol": 3.9,
  "elements": ["C", "C", "H", "H", "H", "O", "Cl", "Zr", "P", "C", "C", "H", "H", "H", "C", "H", "H", "H", "H", "H", "H", "C", "O", "Cl", "C", "N", "C", "C", "N", "C", "C", "Se", "H", "H", "H", "H", "H", "H", "H", "H"],
  "xyz": [[-0.461, -3.731, -3.887], [-0.204, -2.893, -2.716], [-1.534, -3.834, -4.094], [-0.033, -4.732, -3.708], [0.042, -3.290, -4.766], [-0.974, -2.161, -2.057], [1.588, -2.803, -2.219], [0.405, -0.882, -0.704], [-0.109, 1.428, -1.937], [-1.602, 2.452, -1.853], [1.178, 2.711, -1.701], [0.787, 0.379, -3.943], [0.209, 2.058, -4.238], [-0.968, 0.707, -4.076], [-0.006, 1.108, -3.727], [2.174, 2.252, -1.702], [1.095, 3.448, -2.512], [-1.541, 3.224, -2.632], [-1.687, 2.924, -0.868], [1.030, 3.209, -0.734], [-2.484, 1.825, -2.025], [-1.018, 0.313, 0.376], [-1.772, 0.921, 1.046], [2.658, -0.045, -0.540], [2.634, -0.094, 2.917], [1.255, -0.015, 3.344], [0.744, 0.894, 4.257], [-0.572, 0.605, 4.419], [-0.860, -0.467, 3.588], [-2.169, -1.083, 3.504], [0.264, -0.854, 2.905], [0.447, -2.235, 1.641], [3.233, 0.535, 3.584], [2.744, 0.255, 1.883], [2.988, -1.130, 2.960], [1.351, 1.653, 4.715], [-1.329, 1.061, 5.032], [-2.468, -1.456, 4.493], [-2.910, -0.341, 3.181], [-2.123, -1.913, 2.795]],
  "atomic_forces_ev_per_a": [[-0.4, -0.4, 0.1], [-0.8, 1.2, 0.5], [0.2, 0.2, 0.2], [0.1, 0.3, -0.1], [0.1, -0.1, 0.3], [2.4, -1.1, -0.9], [-1.3, 0.0, -0.1], [3.2, -1.7, -0.7], [0.2, 2.4, -1.3], [-0.5, -0.5, 0.5], [0.4, -0.4, 0.6], [-0.1, 0.3, -0.2], [0.0, -0.3, 0.2], [0.3, 0.1, 0.0], [-0.1, -0.9, -0.1], [-0.2, 0.3, -0.1], [-0.1, -0.2, 0.2], [0.1, -0.2, 0.2], [0.0, 0.0, -0.2], [0.0, -0.1, -0.2], [0.0, 0.3, 0.0], [-5.4, 3.9, 5.4], [3.9, -3.0, -3.7], [-1.6, -0.6, -0.4], [0.9, 0.1, -0.2], [-1.2, -0.4, -0.2], [0.1, -0.7, -0.5], [0.1, -0.6, -0.7], [1.0, 0.0, -0.3], [-0.7, -0.3, 0.2], [-0.4, 1.9, 1.8], [-0.4, 0.6, -0.7], [-0.1, -0.3, -0.2], [-0.1, 0.0, 0.5], [-0.1, 0.3, 0.2], [0.1, 0.0, 0.0], [0.0, 0.0, 0.1], [0.2, 0.0, -0.3], [0.2, -0.2, 0.0], [-0.1, 0.1, 0.2]]
}



[5]
{
  "formula": "CF5LiO3PY",
  "method": "the ωB97M-V functional and the def2-TZVPD basis",
  "total_charge": 2,
  "gap_ha": 0.3700,
  "elements": ["P", "F", "F", "F", "F", "F", "O", "O", "C", "O", "Li", "Y"],
  "xyz": [[0.396, 0.056, -1.212], [-0.245, -0.912, -2.281], [1.654, 0.505, 1.267], [0.638, 1.221, -2.275], [1.923, -0.345, -1.315], [0.228, -1.216, -0.083], [-0.884, 0.868, -0.635], [-2.751, 1.414, 0.414], [-1.698, 0.798, 0.471], [-1.336, 0.128, 1.485], [-3.215, 0.891, 2.271], [0.430, -0.904, 2.116]],
  "atomic_forces_ev_per_a": [[0.3, -0.7, -6.9], [0.4, 0.9, 1.5], [-1.6, -1.6, 1.3], [-0.2, -0.7, 2.0], [-1.5, 0.6, 1.4], [0.0, 0.0, 1.2], [0.9, -0.4, 1.3], [1.2, -0.9, 0.6], [-1.7, 2.1, -2.8], [1.2, -1.5, 2.5], [-0.5, 0.4, -0.4], [1.6, 1.8, -1.8]]
}



[6]
{
  "formula": "C4H6N2S",
  "method": "the ωB97M-V functional and the def2-TZVPD basis",
  "total_charge": 0,
  "gap_ha": 0.3263,
  "e_above_lowest_kcal_mol": 145.6,
  "elements": ["C", "C", "C", "C", "N", "N", "S", "H", "H", "H", "H", "H", "H"],
  "xyz": [[-0.427, -1.716, 0.464], [-0.682, 0.517, -0.784], [-1.427, 1.313, -1.481], [0.961, -1.179, 0.722], [-1.424, -1.259, -0.065], [1.410, 1.480, 1.036], [1.155, 0.510, -0.204], [-0.438, -2.692, 0.864], [-1.313, 2.174, -2.134], [-2.469, 1.017, -1.441], [0.839, -0.687, 1.797], [1.872, -1.798, 0.513], [1.943, 2.319, 0.712]],
  "atomic_forces_ev_per_a": [[3.0, -0.8, 0.4], [1.5, -3.2, 2.3], [-1.7, -0.1, -0.5], [-0.5, 3.6, 0.7], [-0.6, 4.5, -2.3], [0.1, 0.2, -0.7], [-1.0, -0.6, 0.4], [-0.7, -1.6, 0.6], [0.9, 0.0, 0.5], [-0.2, -0.2, -0.2], [1.0, -1.3, -1.9], [-1.2, 0.4, 0.5], [-0.6, -1.0, 0.0]]
}



[7]
{
  "formula": "C25H54N2O9",
  "method": "the ωB97M-V functional and the def2-TZVPD basis",
  "total_charge": 0,
  "gap_ha": 0.2891,
  "e_above_lowest_kcal_mol": 136.3,
  "elements": ["C", "N", "C", "C", "C", "C", "O", "H", "H", "H", "H", "H", "H", "H", "H", "H", "H", "H", "H", "H", "H", "N", "O", "O", "O", "C", "C", "C", "O", "C", "H", "H", "H", "H", "H", "H", "H", "H", "C", "C", "C", "O", "C", "H", "H", "H", "H", "H", "H", "H", "H", "C", "C", "C", "O", "C", "H", "H", "H", "H", "H", "H", "H", "H", "C", "C", "C", "O", "C", "H", "H", "H", "H", "H", "H", "H", "H", "C", "C", "C", "O", "C", "H", "H", "H", "H", "H", "H", "H", "H"],
  "xyz": [[23.539, 37.066, 36.744], [22.418, 36.780, 37.639], [21.761, 35.518, 37.214], [22.999, 36.667, 39.036], [21.500, 37.979, 37.592], [20.120, 37.782, 38.339], [19.331, 38.889, 38.095], [23.918, 38.178, 36.815], [23.158, 36.884, 35.743], [24.181, 36.281, 36.697], [21.269, 35.378, 38.043], [22.278, 34.553, 37.022], [21.091, 35.666, 36.299], [23.399, 35.891, 39.135], [22.305, 36.866, 39.724], [23.632, 37.572, 39.287], [21.217, 38.365, 36.549], [22.079, 38.717, 38.032], [20.095, 37.758, 39.436], [19.572, 36.929, 38.043], [19.515, 39.722, 38.446], [21.422, 40.618, 40.637], [20.458, 40.749, 39.882], [21.662, 39.448, 41.042], [22.218, 41.567, 40.769], [18.816, 42.167, 42.648], [20.030, 41.207, 42.807], [19.633, 40.449, 44.155], [18.678, 41.251, 44.721], [17.809, 41.753, 43.706], [18.199, 42.194, 41.659], [18.881, 43.140, 42.688], [20.925, 42.073, 42.749], [20.222, 40.574, 42.126], [20.377, 40.386, 44.803], [19.469, 39.466, 43.854], [17.191, 42.561, 44.058], [17.177, 40.977, 43.495], [17.239, 37.405, 41.713], [18.422, 38.246, 41.900], [19.445, 37.249, 42.355], [18.715, 36.279, 43.183], [17.366, 36.284, 42.686], [17.400, 36.732, 40.764], [16.151, 38.007, 41.627], [18.378, 39.108, 42.583], [18.681, 38.712, 41.029], [20.228, 37.686, 43.053], [19.871, 36.765, 41.533], [16.804, 36.511, 43.612], [16.946, 35.282, 42.460], [23.898, 40.004, 44.067], [24.095, 41.324, 43.247], [25.565, 41.137, 42.823], [26.238, 40.453, 43.785], [25.333, 39.419, 44.200], [23.134, 39.195, 43.951], [23.674, 40.170, 45.032], [23.807, 42.248, 44.084], [23.390, 41.245, 42.521], [26.042, 41.998, 42.744], [25.694, 40.670, 41.688], [25.576, 38.899, 45.164], [25.299, 38.600, 43.466], [22.142, 43.515, 43.029], [21.685, 44.895, 43.562], [22.081, 45.778, 42.335], [23.362, 45.275, 41.862], [23.076, 43.794, 41.921], [21.212, 43.311, 42.538], [22.458, 42.860, 43.839], [22.379, 45.269, 44.132], [20.640, 45.140, 43.672], [22.158, 46.914, 42.624], [21.131, 45.739, 41.697], [24.030, 43.413, 42.448], [22.933, 43.186, 40.803], [17.534, 42.530, 36.582], [18.944, 42.688, 37.191], [19.920, 42.143, 36.173], [19.029, 42.076, 35.066], [17.838, 41.556, 35.393], [17.005, 43.493, 36.209], [16.904, 42.178, 37.385], [19.081, 42.106, 38.253], [19.385, 43.735, 37.412], [20.148, 40.995, 36.394], [20.719, 42.903, 36.162], [18.010, 40.580, 35.667], [17.121, 41.509, 34.632]],
  "atomic_forces_ev_per_a": [[-1.3, 3.5, -2.0], [1.7, 0.6, -0.5], [0.4, 0.2, -4.2], [-3.4, 12.6, -3.2], [-2.8, -1.1, -0.8], [1.0, 2.1, 1.6], [-2.2, -1.9, -3.3], [-0.4, -2.6, 0.1], [-0.5, 0.9, -0.5], [2.8, -1.9, 1.2], [-3.8, -1.6, 3.9], [1.0, 1.3, 0.2], [0.9, 0.2, 1.5], [6.3, -11.7, 1.4], [-3.4, 0.0, 2.6], [-0.1, -1.1, -1.0], [0.7, -1.2, 1.1], [0.8, 1.7, 1.1], [1.4, -0.6, 0.1], [-0.4, -1.0, -0.9], [1.5, 1.8, 1.9], [1.8, -1.3, -2.8], [-1.4, 0.7, -0.4], [0.6, 0.5, 0.7], [-0.7, -1.4, 0.5], [-3.4, -5.3, -3.1], [-0.2, 7.3, 5.4], [0.1, 3.1, -3.9], [-1.8, 0.2, 1.9], [2.4, 0.9, 0.9], [1.3, -1.0, 0.9], [1.8, 5.3, 1.0], [-2.4, -4.2, 1.1], [0.3, -4.3, -4.6], [3.6, 0.0, 3.0], [-1.5, -1.8, 0.0], [0.0, 0.5, 0.5], [-1.8, -2.1, -1.3], [-3.4, -1.2, -3.1], [0.5, 0.7, 2.0], [0.2, 0.6, 3.3], [0.4, 0.4, -1.7], [-1.4, -0.1, 4.1], [-0.5, 2.1, 0.6], [3.0, -1.9, 0.4], [-0.8, -0.8, 0.0], [1.0, 1.1, -2.6], [-0.7, -0.6, -1.2], [1.0, -0.9, -1.3], [-0.2, 0.1, -0.2], [0.8, 0.4, -0.8], [1.4, -1.2, -0.2], [0.9, -0.7, 4.9], [-2.2, -2.0, -3.1], [-0.2, -2.1, 1.7], [-0.7, -1.4, -0.9], [0.6, 0.7, -1.5], [-1.0, 1.7, 3.6], [1.9, -2.8, -2.7], [-1.7, 0.7, -2.4], [2.0, 4.2, -0.5], [-0.7, 0.5, 2.6], [0.1, 1.2, -0.6], [0.9, 0.0, -0.2], [-3.1, 2.7, -0.1], [-0.6, -0.1, -5.0], [-0.9, 2.0, 0.2], [-3.3, -1.2, 0.0], [4.9, -0.7, -1.3], [-0.3, -0.7, 0.0], [-0.7, 0.1, -0.7], [2.9, 1.7, 4.8], [-0.2, -0.6, 1.1], [0.2, -2.1, -0.5], [1.7, -0.2, -0.5], [-0.7, 0.5, -1.9], [0.3, 2.8, 3.6], [-1.1, 0.8, 0.3], [1.3, 0.6, 4.0], [-2.0, -2.5, 0.7], [4.2, 1.5, -4.4], [-0.7, 2.2, 3.1], [1.3, -1.5, 0.4], [-0.5, -0.4, 0.0], [-0.6, 1.4, -2.5], [-1.6, -1.3, -0.1], [0.5, 2.4, -0.2], [0.1, -1.2, -1.2], [-0.1, -2.7, 1.4], [-0.8, 0.6, -1.5]]
}